{
  "formula": "C12H23CoN2O3P2",
  "method": "ωB97M-V with the def2-TZVPD basis set",
  "spin_multiplicity": 4,
  "charge": 1,
  "orbital_gap_ev": [7.72, 6.03],
  "relative_energy_ev": 0.946,
  "max_force_ha_per_bohr": 0.05832,
  "symbols": ["C", "H", "O", "H", "C", "H", "O", "C", "C", "C", "H", "H", "Co", "C", "H", "H", "C", "C", "H", "H", "H", "H", "C", "H", "O", "P", "C", "H", "H", "H", "H", "H", "H", "H", "P", "N", "H", "C", "H", "N", "H", "C", "H"],
  "positions_angstrom": [[-2.518, 2.024, -1.014], [3.258, 1.334, 1.152], [3.170, 2.855, -2.332], [-2.388, -2.422, -2.939], [3.098, 0.466, 1.821], [4.059, -0.034, 2.043], [-0.014, 0.878, 4.975], [-3.532, 0.822, 1.468], [-0.215, -2.627, -3.111], [0.974, -2.144, -2.639], [1.203, -2.937, 1.553], [-3.226, 1.656, 2.126], [-0.433, -0.407, 1.023], [-1.385, -1.414, -1.390], [2.949, -2.630, 2.018], [0.299, 3.288, -0.553], [-1.413, -2.201, -2.510], [1.908, -2.294, 2.093], [-0.279, -3.183, -4.038], [-3.342, -0.532, -1.634], [-3.142, -1.549, -0.155], [3.034, -1.473, -0.931], [-0.377, 0.592, 3.849], [4.029, 2.445, -2.577], [0.463, 3.764, 0.339], [-2.251, 0.712, 0.217], [2.105, -1.413, -0.466], [-3.710, -0.156, 1.942], [-2.550, 2.972, -0.453], [2.747, 0.863, 2.791], [1.916, -2.255, -3.160], [2.667, 2.550, -3.141], [-4.469, 1.147, 1.028], [-3.514, 1.954, -1.441], [1.848, -0.730, 1.160], [-0.773, 0.294, 2.761], [1.621, -2.153, 3.140], [-2.642, -0.875, -0.857], [-1.782, 1.959, -1.829], [-0.224, -1.282, -0.713], [0.638, 0.478, 0.914], [0.989, -1.568, -1.304], [1.205, 3.228, 0.775]],
  "forces_ev_per_angstrom": [[-0.44, 0.29, 0.48], [-0.14, -0.64, 0.17], [0.02, -1.46, -1.97], [0.31, -0.12, -0.11], [0.27, -0.26, -0.05], [-0.40, 0.18, -0.34], [-0.79, -0.58, -2.83], [-0.52, 0.64, -0.18], [-0.65, 0.72, -0.51], [0.72, 0.17, 1.59], [0.31, -0.14, 0.35], [-0.06, -0.84, 0.20], [-0.05, -0.17, 1.14], [0.97, -0.98, 0.20], [-0.30, -0.32, 0.10], [0.62, 1.20, 2.25], [0.07, -0.44, -1.06], [0.23, 0.59, 0.29], [0.18, -0.03, 0.06], [0.19, -0.62, 0.09], [0.00, -0.13, -0.25], [1.69, -0.26, -0.48], [0.65, 0.40, 2.71], [-0.38, 0.60, 0.64], [0.95, -2.38, -1.21], [0.08, -1.34, -1.61], [-0.92, 1.16, -0.64], [0.40, 0.61, 0.23], [0.63, -0.07, -0.46], [-0.24, -0.30, -0.40], [-0.09, -0.22, 0.02], [0.34, 0.80, 1.35], [-0.27, -0.06, -0.23], [-0.19, -0.28, -0.17], [-0.75, 0.13, 0.30], [0.18, -0.40, 0.85], [0.00, -0.10, -0.21], [-0.83, 2.17, 1.48], [-0.11, 0.32, 0.48], [-0.58, 0.13, -0.68], [1.70, 1.63, -0.34], [-1.22, -0.78, -0.18], [-1.61, 1.19, -1.05]],
  "lowdin_charge": [-0.249, 0.059, -0.098, 0.133, -0.183, 0.063, 0.043, -0.260, -0.022, 0.022, 0.057, 0.063, 0.164, -0.338, 0.065, 0.058, 0.009, -0.195, 0.124, 0.099, 0.100, 0.073, -0.469, 0.044, -0.121, 0.889, -0.121, 0.062, 0.060, 0.066, 0.122, 0.058, 0.049, 0.047, 0.875, -0.020, 0.064, -0.218, 0.056, 0.000, 0.002, -0.284, 0.051]
}

***

{
  "formula": "C16H11ClF3N5O2S",
  "method": "ωB97M-V with the def2-TZVPD basis set",
  "spin_multiplicity": 1,
  "smiles": "O=C(CSc1nc2ncc(Cl)cc2[nH]1)NCC(=O)Nc1ccc(F)c(F)c1F",
  "charge": 0,
  "orbital_gap_ev": 8.41,
  "max_force_ha_per_bohr": 0.02400,
  "symbols": ["H", "C", "C", "H", "H", "H", "C", "C", "C", "H", "H", "O", "N", "F", "C", "H", "H", "F", "C", "C", "C", "S", "H", "C", "F", "O", "C", "N", "C", "N", "H", "H", "C", "C", "C", "C", "N", "Cl", "N"],
  "positions_angstrom": [[-4.006, 0.664, 0.042], [-0.924, 1.940, -0.451], [-3.368, 1.715, -1.712], [-1.996, -0.050, 4.318], [3.750, -2.510, 0.376], [-4.315, 1.639, -2.220], [0.501, -0.101, 4.135], [0.245, -0.910, -2.546], [-1.968, 1.271, 0.197], [-0.726, 0.815, 1.723], [3.190, -2.638, -2.570], [-3.669, -0.261, 2.019], [0.078, -0.617, -1.273], [-0.062, 3.100, -2.319], [2.168, -1.774, -0.865], [0.019, -1.002, 2.370], [2.577, 0.260, 4.497], [0.264, 2.061, 0.178], [-2.497, -0.052, 2.223], [1.948, -0.009, 3.648], [-1.773, -0.652, 3.430], [2.720, -1.505, 2.946], [-0.529, -0.562, -3.213], [-2.320, 2.359, -2.343], [-2.490, 2.870, -3.574], [0.173, 0.388, 5.192], [2.342, -2.084, -2.199], [-0.343, -0.697, 3.274], [2.176, -1.434, 1.300], [2.880, -2.012, 0.283], [2.017, 0.768, 2.885], [-2.186, -1.653, 3.593], [1.025, -1.036, -0.450], [-3.196, 1.175, -0.451], [-1.085, 2.480, -1.714], [1.341, -1.624, -3.045], [-1.695, 0.723, 1.441], [1.443, -1.941, -4.734], [1.072, -0.853, 0.902]],
  "forces_ev_per_angstrom": [[0.00, 0.01, 0.00], [-0.38, 0.14, 0.08], [0.33, 0.18, -0.26], [-0.04, -0.10, -0.15], [-0.02, 0.09, 0.00], [-0.09, 0.01, -0.07], [0.29, -0.20, -0.23], [0.01, -0.08, -0.34], [-0.19, 0.39, -0.51], [-0.23, -0.14, 0.01], [0.05, -0.05, -0.10], [-0.32, -0.12, 0.00], [0.07, -0.05, 0.47], [-0.15, -0.12, 0.11], [-0.83, 0.38, -0.36], [-0.02, 0.15, 0.24], [-0.09, 0.00, -0.07], [-0.15, -0.03, -0.19], [0.40, 0.03, 0.18], [0.12, -0.09, -0.09], [-0.20, -0.13, 0.33], [0.12, -0.04, 0.34], [-0.01, -0.02, -0.21], [-0.08, -0.14, 0.17], [0.15, 0.04, 0.06], [0.00, 0.24, 0.35], [-0.13, 0.07, -0.02], [-0.31, -0.20, -0.19], [-0.24, 0.21, -0.01], [0.14, -0.07, 0.27], [0.02, 0.06, 0.08], [-0.05, 0.19, -0.06], [0.80, -0.57, -0.74], [0.08, -0.06, 0.19], [-0.08, 0.01, 0.04], [0.15, -0.04, 0.37], [0.58, 0.10, 0.20], [-0.01, -0.02, -0.21], [0.28, 0.00, 0.33]],
  "lowdin_charge": [0.106, -0.168, 0.003, 0.136, 0.161, 0.123, -0.555, -0.146, -0.166, 0.121, 0.116, 0.081, 0.159, 0.110, -0.169, 0.076, 0.084, 0.090, -0.431, -0.340, -0.061, 1.004, 0.112, -0.217, 0.085, 0.070, -0.016, 0.039, -0.641, 0.124, 0.090, 0.136, -0.272, 0.006, -0.151, -0.652, 0.157, 0.689, 0.107]
}

***

{
  "formula": "C43H35HfIN4O4P",
  "method": "ωB97M-V with the def2-TZVPD basis set",
  "spin_multiplicity": 2,
  "charge": 0,
  "orbital_gap_ev": [3.79, 6.45],
  "max_force_ha_per_bohr": 0.01171,
  "symbols": ["C", "H", "C", "C", "H", "H", "H", "H", "C", "N", "C", "C", "H", "H", "I", "H", "C", "C", "C", "C", "H", "C", "H", "H", "C", "C", "H", "C", "C", "C", "H", "H", "H", "H", "O", "H", "O", "H", "C", "N", "H", "N", "H", "H", "C", "P", "H", "H", "O", "C", "C", "C", "C", "C", "O", "C", "C", "H", "C", "C", "H", "C", "C", "C", "H", "C", "C", "H", "C", "C", "H", "H", "C", "H", "C", "C", "N", "C", "C", "H", "H", "C", "H", "C", "H", "Hf", "H", "C", "C"],
  "positions_angstrom": [[-2.445, 3.252, 0.378], [1.217, 1.198, -3.172], [-4.656, -1.176, -1.935], [1.452, 2.751, 4.776], [1.637, -1.767, -2.062], [-3.923, -0.274, 0.905], [-4.096, -4.197, -4.226], [1.761, 2.848, 5.810], [0.501, -2.289, 2.331], [-0.262, -0.214, -3.274], [2.451, -0.675, 0.903], [2.866, -3.184, 5.119], [-5.014, -1.704, -1.048], [1.497, 1.265, -5.678], [4.872, -0.461, 2.658], [0.140, 5.042, -3.597], [2.819, -2.034, 5.899], [2.401, 2.566, 3.780], [1.235, -1.067, 4.366], [1.597, 5.930, -0.675], [-1.739, -1.637, -3.416], [-3.286, -3.085, -2.598], [3.453, 2.508, 4.031], [1.614, 4.744, 1.110], [0.597, 3.742, -0.493], [0.189, 3.841, -1.825], [-1.614, -1.704, -5.911], [1.187, 6.019, -1.996], [-3.338, -4.189, -3.455], [-2.449, -5.244, -3.283], [2.137, -4.166, 3.351], [-0.824, -6.036, -2.143], [-3.901, -0.457, -1.629], [-5.490, -0.661, -2.411], [-0.229, -1.221, 2.023], [-0.637, 2.933, 5.223], [-2.253, -1.934, -0.782], [0.599, -0.244, 4.064], [-0.298, 2.679, 3.124], [-0.151, -3.036, 0.386], [-2.027, 4.243, 0.234], [1.698, -0.975, -0.159], [3.417, -1.965, 6.800], [0.103, -5.023, -0.154], [2.003, -0.980, 5.519], [0.195, 2.194, 0.378], [-1.351, 2.705, 2.877], [1.941, -0.247, 1.755], [-4.179, -2.089, -2.917], [3.646, -1.727, -1.302], [-3.808, 3.091, 0.555], [-0.960, -1.039, -5.365], [3.819, -0.896, 0.924], [0.644, 0.595, -3.861], [-0.362, -0.180, -1.972], [0.106, 2.801, 4.447], [0.646, 2.495, 2.117], [-5.388, 1.686, 0.927], [2.288, -1.498, -1.239], [-1.062, -1.021, -3.991], [-4.465, 3.951, 0.537], [-1.511, -5.209, -2.278], [-0.439, -4.109, -0.375], [-3.486, 0.710, 0.766], [2.142, 6.746, -0.220], [4.432, -1.426, -0.197], [1.279, -2.220, 3.581], [4.080, -2.155, -2.195], [0.768, 0.607, -5.229], [-2.329, -3.017, -1.579], [5.497, -1.613, -0.207], [0.046, -0.223, -7.077], [-0.042, -0.220, -6.000], [2.745, 2.261, 1.691], [-1.410, -4.101, -1.401], [2.104, -3.278, 3.968], [0.577, -3.296, 1.523], [-4.324, 1.815, 0.770], [1.301, 4.799, 0.076], [-2.503, -6.103, -3.941], [1.415, 6.904, -2.577], [-1.616, 2.129, 0.403], [-0.385, 3.033, -2.268], [1.999, 2.429, 2.461], [1.960, -0.078, 6.118], [-0.692, -0.948, 0.046], [3.501, -4.011, 5.410], [-2.102, 0.825, 0.559], [0.476, 4.972, -2.569]],
  "forces_ev_per_angstrom": [[-0.02, 0.01, 0.06], [0.01, 0.01, -0.01], [-0.07, -0.08, 0.08], [0.01, 0.01, 0.04], [0.00, 0.01, 0.00], [0.00, 0.01, 0.00], [0.00, 0.00, 0.00], [0.00, 0.00, -0.01], [0.15, -0.02, -0.03], [-0.08, -0.03, -0.05], [-0.01, 0.02, 0.01], [-0.02, -0.01, -0.03], [0.02, -0.01, -0.01], [0.00, -0.01, -0.01], [0.04, -0.01, 0.01], [0.00, 0.00, 0.00], [0.01, 0.01, 0.02], [0.03, 0.00, -0.01], [-0.04, -0.02, -0.05], [0.00, 0.01, 0.01], [-0.06, -0.01, 0.01], [-0.03, -0.21, 0.03], [-0.01, 0.00, 0.00], [0.00, 0.01, 0.00], [0.04, 0.07, 0.02], [0.00, 0.01, 0.00], [0.01, 0.01, -0.01], [0.01, 0.02, -0.03], [-0.02, 0.06, 0.07], [-0.02, -0.04, -0.05], [-0.01, 0.00, -0.01], [0.00, 0.01, 0.01], [0.01, 0.01, -0.04], [-0.02, -0.01, 0.03], [-0.01, 0.48, -0.09], [0.00, 0.00, 0.00], [0.19, 0.33, -0.03], [0.01, -0.01, 0.00], [0.04, -0.04, -0.01], [-0.15, 0.17, 0.34], [0.01, -0.01, 0.01], [-0.06, 0.06, -0.03], [-0.01, 0.01, 0.00], [-0.04, -0.02, -0.04], [0.01, 0.02, 0.02], [-0.16, -0.47, 0.04], [-0.02, 0.00, 0.00], [0.00, 0.01, 0.00], [0.22, 0.16, -0.09], [-0.01, -0.02, 0.00], [0.01, 0.00, -0.01], [0.01, 0.01, -0.06], [-0.05, -0.03, -0.11], [-0.04, -0.02, 0.13], [0.21, 0.04, 0.13], [-0.02, 0.01, 0.00], [0.05, 0.10, 0.05], [0.00, 0.01, 0.00], [-0.01, -0.05, 0.09], [0.05, -0.01, 0.07], [0.00, 0.00, 0.00], [0.05, 0.02, 0.06], [0.08, -0.18, -0.14], [-0.01, -0.01, 0.00], [0.00, 0.00, 0.00], [0.06, 0.01, 0.05], [0.03, -0.16, 0.03], [0.01, 0.00, 0.00], [-0.03, -0.04, -0.12], [-0.02, -0.05, -0.04], [0.00, 0.00, 0.00], [0.00, 0.00, 0.00], [0.03, 0.03, 0.05], [0.00, 0.00, -0.01], [-0.11, -0.03, -0.12], [0.03, 0.00, 0.03], [0.10, 0.04, 0.14], [-0.01, -0.01, 0.00], [-0.01, -0.03, -0.03], [-0.01, 0.01, 0.00], [0.00, 0.00, 0.00], [0.09, 0.21, 0.01], [0.00, 0.00, 0.01], [-0.03, 0.00, 0.03], [0.01, -0.01, 0.01], [-0.26, -0.17, -0.52], [0.00, 0.00, 0.00], [-0.18, -0.18, 0.14], [-0.01, 0.00, -0.02]],
  "lowdin_charge": [-0.101, 0.139, -0.071, -0.095, 0.108, 0.091, 0.107, 0.103, -0.473, -0.154, -0.214, -0.098, 0.100, 0.118, 0.968, 0.101, -0.110, -0.098, -0.040, -0.081, 0.120, -0.268, 0.091, 0.097, -0.368, -0.120, 0.126, -0.093, -0.040, -0.115, 0.108, 0.102, 0.062, 0.092, -0.236, 0.106, -0.256, 0.105, -0.064, -0.189, 0.105, -0.031, 0.097, 0.108, -0.097, 1.076, 0.103, 0.076, -0.100, -0.041, -0.091, -0.003, -0.683, 0.001, -0.256, -0.075, -0.370, 0.100, -0.121, 0.052, 0.099, -0.070, -0.102, -0.139, 0.104, -0.116, -0.166, 0.110, -0.027, -0.274, 0.101, 0.115, -0.041, 0.098, -0.174, -0.037, 0.090, -0.090, -0.078, 0.096, 0.101, -0.456, 0.096, -0.143, 0.095, 1.654, 0.100, -0.264, -0.088]
}

***

{
  "formula": "C17H19N",
  "method": "ωB97M-V with the def2-TZVPD basis set",
  "spin_multiplicity": 1,
  "smiles": "CCc1c[nH]c2ccccc12.Cc1ccccc1",
  "charge": 0,
  "orbital_gap_ev": 8.67,
  "relative_energy_ev": 1.353,
  "max_force_ha_per_bohr": 0.05932,
  "symbols": ["C", "H", "C", "C", "H", "H", "H", "C", "C", "H", "C", "N", "C", "H", "C", "C", "C", "C", "H", "H", "H", "H", "H", "H", "H", "C", "H", "H", "H", "H", "H", "C", "H", "C", "C", "C", "C"],
  "positions_angstrom": [[-1.154, 2.543, -0.010], [-3.148, -3.616, -0.373], [-2.038, -2.678, -1.866], [1.255, -0.790, -1.163], [1.067, -0.119, -3.023], [-1.700, 0.668, 0.863], [0.992, 4.810, 1.291], [0.210, 3.067, 2.344], [-0.343, 0.732, 3.173], [-1.703, 2.338, -0.958], [-0.922, -1.905, -2.164], [0.836, -1.669, 0.890], [1.732, 0.169, -2.193], [0.680, 3.252, 3.302], [3.192, -0.114, -2.607], [-0.008, -1.601, -1.206], [-0.141, -2.211, 0.092], [0.259, 3.994, 1.288], [3.321, -0.702, -3.509], [-1.393, -3.371, 1.437], [3.788, 0.780, -2.875], [-0.320, -0.218, 2.659], [-0.793, -1.511, -3.169], [1.571, 1.204, -1.887], [-1.134, 0.617, 3.915], [-1.151, 1.589, 0.994], [-2.766, -3.079, -2.567], [2.638, -0.622, 0.577], [1.200, -2.063, 1.744], [0.506, 0.892, 3.859], [3.815, -0.424, -1.767], [-0.484, 1.859, 2.196], [-0.604, 4.559, -0.561], [-2.244, -3.036, -0.514], [-0.574, 3.765, 0.201], [-1.263, -2.942, 0.464], [1.763, -1.019, 0.085]],
  "forces_ev_per_angstrom": [[-1.66, -0.54, -0.65], [0.01, -0.02, 0.55], [0.23, 0.26, 1.42], [-1.01, -1.16, 1.36], [0.33, 0.96, -0.22], [0.21, -0.25, -0.06], [-0.76, 0.00, 0.23], [-0.15, -0.16, -0.50], [-0.06, 0.29, 1.45], [0.45, 0.24, 0.87], [-1.19, -0.09, -1.92], [1.60, -0.96, -0.07], [0.15, -1.37, -0.95], [0.44, 0.04, -0.15], [1.06, 1.68, 0.05], [2.10, 0.23, 2.20], [-0.48, 1.36, -0.35], [-0.21, -0.61, 1.02], [-0.23, -0.73, 0.31], [-0.04, 0.00, 0.38], [-0.81, 0.26, -0.08], [0.44, -0.14, -0.09], [0.03, -0.13, -0.02], [-0.06, -0.11, -0.10], [-0.63, 0.34, -0.24], [0.25, 0.49, 0.22], [0.25, 0.63, -0.20], [0.12, 0.14, -0.19], [-0.49, -0.30, 0.03], [0.18, -0.30, -0.68], [-0.32, -0.83, -0.06], [0.08, -0.18, -0.49], [-0.04, -0.62, 0.15], [0.07, -1.45, -0.97], [1.50, 1.36, -1.11], [-0.42, 0.62, -0.91], [-0.89, 1.07, -0.22]],
  "lowdin_charge": [-0.103, 0.093, -0.087, -0.178, 0.101, 0.111, 0.105, -0.049, -0.062, 0.119, -0.058, 0.055, -0.189, 0.103, -0.097, -0.117, -0.217, -0.085, 0.067, 0.101, 0.068, 0.047, 0.108, 0.111, 0.076, -0.054, 0.099, 0.123, 0.147, 0.081, 0.062, -0.273, 0.106, -0.104, -0.124, -0.026, -0.057]
}

***

{
  "formula": "H18O9",
  "method": "ωB97M-V with the def2-TZVPD basis set",
  "spin_multiplicity": 2,
  "charge": 1,
  "orbital_gap_ev": [9.68, 2.23],
  "relative_energy_ev": 1.442,
  "max_force_ha_per_bohr": 0.05374,
  "symbols": ["O", "O", "H", "H", "O", "H", "O", "O", "O", "H", "O", "H", "H", "H", "O", "H", "H", "H", "H", "H", "H", "H", "H", "H", "H", "O", "H"],
  "positions_angstrom": [[0.286, 1.832, -2.692], [-2.160, -1.673, -0.438], [-3.414, -0.627, -0.607], [1.275, -1.440, -2.869], [-4.039, 0.098, -0.580], [2.007, 1.126, 2.525], [1.502, 0.482, 3.022], [-0.343, 3.454, 1.728], [0.723, -1.353, -2.092], [-4.896, -0.323, -0.641], [-0.082, -0.136, 1.044], [-0.876, -0.515, 0.667], [-0.113, -1.028, -2.427], [0.897, 1.571, -2.003], [2.167, 1.253, -0.827], [-0.463, 2.198, -2.222], [-2.439, -2.249, 0.274], [0.940, 0.063, 2.371], [2.539, -3.352, 1.904], [-0.286, 2.505, 1.618], [0.574, -0.216, 0.351], [-0.217, 3.805, 0.847], [2.565, 1.472, 0.016], [2.895, 0.934, -1.360], [1.331, -2.587, 1.405], [1.675, -3.039, 2.176], [-2.052, -2.256, -1.189]],
  "forces_ev_per_angstrom": [[-0.32, -0.10, -0.41], [0.69, -0.14, 0.29], [0.19, -0.10, -0.10], [0.15, -0.04, -0.25], [-0.45, 0.64, 0.06], [0.83, 0.82, -0.24], [0.73, 0.33, 1.84], [0.26, -0.07, 0.55], [0.02, -0.21, 0.58], [-0.35, 0.11, -0.03], [0.86, 0.40, 0.75], [-0.72, -0.35, -0.25], [-0.18, 0.34, -0.21], [0.14, 0.04, 0.20], [-0.06, -0.29, 0.68], [-0.30, 0.15, -0.07], [-0.20, -0.32, 0.34], [-1.94, -1.26, -1.51], [0.45, -0.28, -0.02], [-0.33, -0.57, -0.09], [0.26, 0.05, -0.93], [0.04, 0.39, -0.48], [0.25, 0.34, 0.01], [0.28, -0.16, -0.33], [-0.28, 0.06, -0.41], [-0.20, 0.42, 0.39], [0.18, -0.22, -0.37]],
  "lowdin_charge": [-0.050, -0.018, -0.059, 0.049, -0.057, 0.111, 0.346, 0.086, -0.049, 0.036, -0.012, 0.043, 0.030, -0.046, -0.028, 0.031, 0.089, 0.025, 0.063, 0.021, 0.032, 0.069, 0.050, 0.078, 0.028, 0.043, 0.085]
}